ORCA calculation (ωB97M-V/def2-TZVPD) on a cluster of 2 separate species, CH4FOPS in total in a non-equilibrium geometry.

```
9
Properties=species:S:1:pos:R:3:nbo_charge:R:1
C 0.59 1.24 -1.23 -0.525
O -1.27 -1.41 0.30 -0.988
F -0.33 0.22 1.94 -0.580
P 0.13 -0.81 0.81 1.497
S 1.17 -2.23 1.54 -0.479
H -0.02 1.95 -0.72 0.184
H 1.64 1.26 -1.14 0.193
H 0.09 0.57 -1.91 0.190
H -2.01 -0.79 0.41 0.507
```

For the total energy, the calculation gives -25990.1430 eV. For the lowest unoccupied orbital energy (spin up / spin down), the calculation gives -1.700 / -0.669 eV. As for the highest occupied orbital energy (spin up / spin down): -9.1 / -8.9 eV. The net charge is 0. The calculation puts the energy above the lowest of the compared OMol25 structures with the same formula, charge and spin at 69.31 kcal/mol. As for the spin multiplicity: 1.



ORCA calculation (ωB97M-V/def2-TZVPD) on a cluster of 2 separate species, CH4FP in total in a non-equilibrium geometry.

```
7
Properties=species:S:1:pos:R:3:nbo_charge:R:1
C -0.05 -0.27 -0.69 -0.999
F -0.44 1.60 0.93 -0.599
P -0.80 0.01 0.96 1.065
H -0.77 0.06 -1.34 0.223
H 0.25 -1.28 -1.06 0.249
H 0.75 0.33 -0.86 0.238
H 1.06 -0.45 2.06 -0.177
```

For the total energy, the calculation gives -13105.8619 eV. For the lowest unoccupied orbital energy, the calculation gives -0.322 eV. As for the highest occupied orbital energy: -9.3 eV. The net charge is 0. The calculation puts the energy above the lowest of the compared OMol25 structures with the same formula, charge and spin at 54.75 kcal/mol. As for the spin multiplicity: 1.



ORCA calculation (ωB97M-V/def2-TZVPD) on an isolated molecule of CH4IN in a non-equilibrium geometry.

```
7
Properties=species:S:1:pos:R:3:nbo_charge:R:1
C -0.02 -0.21 0.24 -0.439
N 0.98 0.76 0.18 -0.769
I 2.93 -0.04 -0.13 0.233
H 0.09 -0.91 1.23 0.192
H -0.97 0.39 0.44 0.218
H -0.01 -0.96 -0.69 0.174
H 0.68 1.62 -0.55 0.390
```

For the total energy, the calculation gives -10690.6340 eV. The SMILES is CNI. For the lowest unoccupied orbital energy, the calculation gives -0.344 eV. As for the highest occupied orbital energy: -8.8 eV. The net charge is 0. The calculation puts the energy above the lowest of the compared OMol25 structures with the same formula, charge and spin at 19.60 kcal/mol. As for the spin multiplicity: 1.



ORCA calculation (ωB97M-V/def2-TZVPD) on a cluster of 2 separate species, CH4IN in total in a non-equilibrium geometry.

```
7
Properties=species:S:1:pos:R:3:nbo_charge:R:1
C -0.06 -0.63 -0.13 -0.449
N -0.38 0.79 -0.22 -0.732
I -0.55 1.71 1.59 0.277
H -0.82 -1.17 0.44 0.196
H -0.04 -1.02 -1.15 0.206
H 0.91 -0.83 0.34 0.180
H 0.95 1.16 -0.87 0.323
```

For the total energy, the calculation gives -10689.4020 eV. For the lowest unoccupied orbital energy, the calculation gives -0.409 eV. As for the highest occupied orbital energy: -9.0 eV. The net charge is 0. The calculation puts the energy above the lowest of the compared OMol25 structures with the same formula, charge and spin at 48.01 kcal/mol. As for the spin multiplicity: 1.



ORCA calculation (ωB97M-V/def2-TZVPD) on a cluster of 2 separate species, CH4IN2 in total in a non-equilibrium geometry.

```
8
Properties=species:S:1:pos:R:3:nbo_charge:R:1
C -1.43 0.35 -0.29 0.761
N -0.18 0.44 -0.24 -0.764
N -2.46 -0.02 -0.57 -0.438
I 2.84 -1.10 0.77 -0.116
H 0.01 1.18 -0.91 0.451
H 0.46 0.60 0.53 0.485
H 4.22 -1.35 1.26 0.127
H -3.46 -0.11 -0.55 0.494
```

For the total energy, the calculation gives -12173.6423 eV. For the lowest unoccupied orbital energy, the calculation gives -4.527 eV. As for the highest occupied orbital energy: -13.4 eV. The net charge is +1. The calculation puts the energy above the lowest of the compared OMol25 structures with the same formula, charge and spin at 52.65 kcal/mol. As for the spin multiplicity: 1.



ORCA calculation (ωB97M-V/def2-TZVPD) on a cluster of 2 separate species, CH4IN2O in total in a non-equilibrium geometry.

```
9
Properties=species:S:1:pos:R:3:nbo_charge:R:1
C 0.79 -0.09 0.25 0.126
N -1.07 -1.61 0.06 -0.683
N 0.02 0.92 0.00 -0.285
O 0.51 2.20 -0.16 -0.473
I 2.73 -0.44 0.07 0.540
H -0.90 -2.43 0.72 0.382
H -0.88 -1.95 -0.94 0.372
H -1.01 0.53 0.12 0.499
H -0.20 2.88 -0.12 0.521
```

For the total energy, the calculation gives -14216.4962 eV. For the lowest unoccupied orbital energy (spin up / spin down), the calculation gives -6.841 / -6.841 eV. As for the highest occupied orbital energy (spin up / spin down): -14.3 / -14.3 eV. The net charge is +1. The calculation puts the energy above the lowest of the compared OMol25 structures with the same formula, charge and spin at 113.72 kcal/mol. As for the spin multiplicity: 1.



ORCA calculation (ωB97M-V/def2-TZVPD) on a cluster of 2 separate species, CH4IN2S in total in a non-equilibrium geometry.

```
9
Properties=species:S:1:pos:R:3:nbo_charge:R:1
C 0.26 -0.66 0.14 0.396
N 0.14 0.49 -0.52 -0.679
N -0.37 -0.94 1.28 -0.666
S -0.11 -2.29 2.24 0.319
I 3.34 0.12 2.24 0.098
H 0.69 -1.52 -0.24 0.234
H 0.76 0.74 -1.30 0.458
H -0.43 1.18 -0.10 0.421
H -0.85 -0.19 1.75 0.419
```

For the total energy, the calculation gives -23007.4612 eV. For the lowest unoccupied orbital energy (spin up / spin down), the calculation gives -8.581 / -8.628 eV. As for the highest occupied orbital energy (spin up / spin down): -12.5 / -12.4 eV. The net charge is +1. The calculation puts the energy above the lowest of the compared OMol25 structures with the same formula, charge and spin at 86.38 kcal/mol. As for the spin multiplicity: 1.



ORCA calculation (ωB97M-V/def2-TZVPD) on a cluster of 2 separate species, CH4INO in total in a non-equilibrium geometry.

```
8
Properties=species:S:1:pos:R:3:nbo_charge:R:1
C 0.22 0.01 -0.58 -0.254
N -1.75 -0.95 0.28 -0.365
O -0.73 -1.13 -0.60 -0.408
I -2.56 -2.77 0.75 0.281
H 1.10 -0.26 -0.96 0.198
H 0.45 0.08 0.50 0.187
H -0.30 0.94 -1.00 0.205
H -0.84 -0.65 1.68 0.156
```

For the total energy, the calculation gives -12734.2604 eV. For the lowest unoccupied orbital energy (spin up / spin down), the calculation gives -0.445 / -0.447 eV. As for the highest occupied orbital energy (spin up / spin down): -8.7 / -8.7 eV. The net charge is 0. The calculation puts the energy above the lowest of the compared OMol25 structures with the same formula, charge and spin at 88.58 kcal/mol. As for the spin multiplicity: 1.